Entry 1:
{
  "formula": "C48H43N2O4ReS3Sb",
  "method": "ωB97M-V/def2-TZVPD",
  "symbols": ["Re", "O", "C", "C", "C", "C", "C", "C", "C", "N", "N", "C", "O", "C", "C", "C", "C", "C", "C", "H", "H", "H", "H", "H", "H", "H", "H", "H", "H", "O", "S", "C", "C", "C", "C", "S", "O", "C", "C", "C", "C", "C", "C", "C", "C", "C", "C", "C", "C", "H", "H", "H", "H", "H", "H", "H", "H", "H", "H", "H", "H", "H", "H", "H", "H", "H", "H", "S", "Sb", "C", "C", "C", "C", "C", "C", "C", "C", "C", "C", "C", "C", "C", "C", "C", "C", "C", "C", "H", "H", "H", "H", "H", "H", "H", "H", "H", "H", "H", "H", "H", "H", "H"],
  "xyz": [[-0.2212, 0.1651, -1.4162], [1.4458, 0.4690, -2.3709], [2.4286, 1.3377, -2.1875], [3.6729, 1.0630, -2.7816], [4.7170, 1.9389, -2.6262], [4.5672, 3.1300, -1.8915], [3.3546, 3.4277, -1.3347], [2.2628, 2.5341, -1.4555], [0.9750, 2.9334, -1.0148], [-0.0535, 2.1327, -0.9887], [-1.2817, 2.7870, -0.9250], [-2.1516, 2.1154, -1.6042], [-1.7720, 1.0021, -2.2412], [-3.5570, 2.5205, -1.6583], [-3.9659, 3.7303, -1.0983], [-5.3035, 4.0758, -1.1213], [-6.2353, 3.2221, -1.7008], [-5.8294, 2.0220, -2.2650], [-4.4897, 1.6687, -2.2463], [3.7723, 0.1589, -3.3644], [5.6694, 1.7184, -3.0895], [5.3997, 3.8093, -1.7912], [3.2064, 4.3534, -0.7951], [0.7788, 3.9723, -0.7638], [-3.2337, 4.3978, -0.6676], [-5.6233, 5.0152, -0.6948], [-7.2805, 3.4987, -1.7166], [-6.5547, 1.3635, -2.7207], [-4.1621, 0.7367, -2.6832], [-0.7091, -1.6222, -2.4648], [-0.5346, -2.5080, -3.6979], [0.9749, -3.4359, -3.3618], [2.1785, -2.5532, -3.0504], [3.1464, -3.1958, -2.0564], [2.5048, -3.5161, -0.7156], [2.0785, -2.1210, 0.3731], [1.1207, -1.2060, -0.3521], [1.0967, -3.1462, 1.4491], [-0.2241, -3.4261, 1.1254], [-0.9242, -4.3290, 1.9098], [-0.2986, -4.9526, 2.9803], [1.0231, -4.6630, 3.2915], [1.7294, -3.7419, 2.5307], [-0.0100, -1.4687, -5.0472], [0.6963, -2.0387, -6.1009], [1.0382, -1.2479, -7.1841], [0.6661, 0.0894, -7.2169], [-0.0686, 0.6345, -6.1765], [-0.4215, -0.1466, -5.0840], [1.1320, -4.1283, -4.1893], [0.6530, -4.0336, -2.5069], [1.8246, -1.6172, -2.6218], [2.7010, -2.2979, -3.9734], [4.0129, -2.5453, -1.9217], [3.5283, -4.1408, -2.4490], [3.1923, -4.0782, -0.0788], [1.6006, -4.1170, -0.8197], [-0.6916, -2.9490, 0.2742], [-1.9547, -4.5540, 1.6767], [-0.8463, -5.6649, 3.5800], [1.5064, -5.1555, 4.1231], [2.7601, -3.5082, 2.7639], [0.9728, -3.0835, -6.0943], [1.5898, -1.6789, -8.0067], [0.9353, 0.7004, -8.0661], [-0.3861, 1.6664, -6.2184], [-1.0344, 0.2659, -4.2963], [-1.7153, -0.2423, 0.4162], [-0.7540, 0.3659, 2.4789], [-1.8152, -0.8595, 3.8030], [-1.2504, -1.7775, 4.6768], [-2.0694, -2.4911, 5.5405], [-3.4410, -2.2952, 5.5229], [-4.0051, -1.3854, 4.6403], [-3.1946, -0.6622, 3.7808], [1.3420, 0.3469, 2.6870], [2.0595, 1.1462, 1.8054], [3.4315, 1.2758, 1.9408], [4.0883, 0.6143, 2.9691], [3.3707, -0.1641, 3.8630], [1.9961, -0.3027, 3.7267], [-1.2287, 2.3002, 3.1399], [-0.8560, 2.5409, 4.4607], [-1.0930, 3.7864, 5.0168], [-1.6954, 4.7803, 4.2567], [-2.0689, 4.5296, 2.9458], [-1.8398, 3.2830, 2.3778], [-0.1877, -1.9657, 4.6889], [-1.6322, -3.2025, 6.2273], [-4.0737, -2.8506, 6.2005], [-5.0745, -1.2327, 4.6254], [-3.6453, 0.0560, 3.1045], [1.5514, 1.6713, 1.0125], [3.9833, 1.8990, 1.2502], [5.1575, 0.7175, 3.0828], [3.8783, -0.6613, 4.6780], [1.4577, -0.8972, 4.4482], [-0.3911, 1.7701, 5.0656], [-0.8129, 3.9795, 6.0425], [-1.8789, 5.7515, 4.6930], [-2.5479, 5.3034, 2.3621], [-2.1396, 3.0873, 1.3571]],
  "mulliken_spin": [0.898, 0.039, 0.049, -0.018, 0.024, -0.016, 0.016, 0.021, 0.008, -0.067, -0.005, 0.006, -0.027, 0.000, -0.001, 0.001, -0.002, 0.000, -0.004, -0.002, 0.001, -0.001, 0.000, -0.008, 0.000, 0.000, 0.000, 0.000, -0.002, 0.003, 0.009, 0.002, -0.002, 0.002, -0.001, 0.003, 0.050, -0.011, 0.002, -0.006, 0.000, 0.000, 0.000, 0.004, 0.000, 0.000, 0.000, -0.002, -0.006, 0.001, -0.001, 0.008, 0.001, 0.000, 0.000, -0.001, 0.000, 0.010, 0.000, 0.000, 0.000, 0.000, 0.000, 0.000, 0.000, 0.000, 0.011, 0.011, 0.002, 0.003, -0.001, 0.001, 0.000, 0.000, 0.000, -0.003, -0.013, -0.001, 0.000, 0.000, 0.000, 0.013, 0.000, 0.001, -0.001, 0.000, 0.005, -0.001, 0.000, 0.000, 0.000, -0.002, 0.009, -0.001, 0.000, 0.000, 0.000, 0.000, 0.000, 0.000, 0.000, -0.007],
  "charge": 2,
  "multiplicity": 2,
  "total_energy_ev": -102803.42582
}

***

Entry 2:
{
  "formula": "C48H44BiN7O5",
  "method": "ωB97M-V/def2-TZVPD",
  "symbols": ["Bi", "C", "C", "N", "N", "C", "O", "C", "C", "C", "C", "C", "C", "C", "C", "C", "C", "C", "N", "H", "H", "H", "H", "H", "H", "H", "H", "H", "H", "H", "H", "C", "O", "C", "C", "C", "C", "C", "C", "N", "N", "C", "C", "O", "C", "C", "C", "C", "C", "C", "C", "C", "H", "H", "H", "H", "H", "H", "H", "H", "H", "H", "H", "H", "H", "N", "C", "C", "C", "C", "C", "C", "C", "C", "C", "C", "C", "C", "H", "H", "H", "H", "H", "H", "H", "H", "H", "H", "O", "C", "O", "C", "N", "C", "C", "C", "H", "H", "H", "H", "H", "H", "H", "H", "H"],
  "xyz": [[-0.2847, 0.6967, -0.1344], [2.9901, 0.5801, 3.3008], [1.6717, 0.4962, 2.5852], [1.6348, 0.4922, 1.2930], [2.7935, 0.3629, 0.6305], [2.6664, -0.2575, -0.5232], [1.5698, -0.6210, -1.0323], [3.9286, -0.6604, -1.1737], [3.9317, -1.7704, -2.0148], [5.0986, -2.1722, -2.6379], [6.2665, -1.4521, -2.4395], [6.2679, -0.3499, -1.5973], [5.1065, 0.0466, -0.9619], [0.4478, 0.1678, 3.3079], [0.2676, 0.3277, 4.6853], [-0.8801, -0.1819, 5.2669], [-1.8088, -0.8432, 4.4772], [-1.5538, -0.9412, 3.1157], [-0.4661, -0.4559, 2.5612], [3.6768, 1.1773, 2.7029], [2.8909, 1.0051, 4.2967], [3.4249, -0.4170, 3.3927], [3.0090, -2.3106, -2.1653], [5.0970, -3.0323, -3.2953], [7.1799, -1.7541, -2.9331], [7.1814, 0.2062, -1.4408], [5.1016, 0.9032, -0.3057], [0.9905, 0.8508, 5.2907], [-1.0450, -0.0699, 6.3290], [-2.7001, -1.2715, 4.9062], [-2.2292, -1.4412, 2.4344], [1.6264, 3.8357, 2.3296], [0.4538, 3.1040, 2.0605], [-0.4954, 3.0002, 3.0297], [-0.3571, 3.5199, 4.3096], [-1.3446, 3.3388, 5.2649], [-2.5076, 2.6677, 4.9384], [-2.6773, 2.1903, 3.6575], [-1.6833, 2.3215, 2.6812], [-1.8619, 1.8143, 1.4014], [-3.0179, 1.2519, 1.2470], [-3.5393, 0.8993, 0.0846], [-3.1552, 1.5310, -1.1522], [-2.1424, 2.2775, -1.2297], [-4.0119, 1.3175, -2.2866], [-4.9992, 0.3924, -2.2672], [-5.3232, -0.3304, -1.0830], [-6.2902, -1.3463, -1.0741], [-6.5937, -2.0210, 0.0834], [-5.9637, -1.6681, 1.2774], [-4.9977, -0.6921, 1.2891], [-4.6465, -0.0157, 0.1146], [1.3950, 4.8783, 2.5744], [2.2062, 3.8055, 1.4082], [2.2119, 3.3880, 3.1386], [0.5309, 4.0707, 4.5780], [-1.2060, 3.7463, 6.2540], [-3.2830, 2.5305, 5.6773], [-3.5903, 1.6923, 3.3772], [-3.7676, 1.8595, -3.1904], [-5.5583, 0.1775, -3.1678], [-6.7817, -1.6115, -1.9994], [-7.3115, -2.8300, 0.0763], [-6.2260, -2.1798, 2.1925], [-4.4851, -0.4235, 2.1992], [-0.9740, 0.4923, -2.8154], [0.1786, 0.0792, -3.4546], [0.1656, -1.0893, -4.2085], [1.3246, -1.5503, -4.8027], [2.4963, -0.8259, -4.6655], [2.5077, 0.3492, -3.9310], [1.3634, 0.8155, -3.2949], [1.3680, 2.0969, -2.5551], [1.9850, 3.1685, -3.2093], [1.9999, 4.4388, -2.6726], [1.3494, 4.6760, -1.4776], [0.7355, 3.6244, -0.8195], [0.7632, 2.3305, -1.3124], [-1.8174, 0.0076, -3.0850], [-1.1050, 1.4919, -2.6982], [-0.7702, -1.6250, -4.3209], [1.3066, -2.4701, -5.3702], [3.4054, -1.1640, -5.1403], [3.4383, 0.8876, -3.8106], [2.4335, 3.0028, -4.1778], [2.4820, 5.2464, -3.2024], [1.3097, 5.6739, -1.0669], [0.1865, 3.8169, 0.0828], [-2.3477, -4.0297, -1.3708], [-1.7186, -3.0313, -0.7634], [-2.2769, -2.2205, -0.0737], [-0.2068, -3.0175, -1.0168], [0.1182, -4.0292, -2.0279], [1.0960, -4.9585, -1.4637], [0.8133, -4.9228, 0.0348], [0.5462, -3.4366, 0.2576], [0.0829, -2.0060, -1.3070], [0.4537, -3.6066, -2.8864], [-1.6487, -4.5128, -1.8847], [2.1247, -4.6241, -1.6486], [0.9567, -5.9453, -1.9132], [1.6508, -5.2976, 0.6202], [-0.0682, -5.5189, 0.2721], [1.4931, -2.9013, 0.3148], [-0.0331, -3.2176, 1.1498]],
  "mulliken_charge": [2.081, -1.857, -0.546, 2.150, -1.083, -0.402, -0.216, 0.042, 0.337, -0.924, -0.489, -0.855, -0.564, 1.060, -1.004, -0.725, -1.135, -0.144, 0.138, 0.416, 0.497, 0.298, 0.546, 0.455, 0.407, 0.412, 0.487, 0.325, 0.421, 0.477, 0.721, -1.343, 0.682, 0.416, -0.798, -0.792, -1.004, -0.470, 0.143, 0.611, -0.632, 0.072, 0.692, -0.749, -1.059, -0.710, 0.973, -1.033, -0.670, -0.821, -0.635, 0.923, 0.365, 0.288, 0.419, 0.448, 0.427, 0.433, 0.464, 0.468, 0.398, 0.414, 0.402, 0.411, 0.295, -0.298, 0.163, -0.496, -0.977, -1.025, -0.588, 0.797, 0.466, -0.699, -1.003, -1.109, -1.836, 1.170, 0.198, 0.452, 0.477, 0.467, 0.454, 0.472, 0.550, 0.406, 0.487, 0.968, -0.629, -0.405, -0.383, 3.952, -0.760, -0.612, -0.884, -0.261, -2.309, 0.258, 0.498, 0.136, 0.459, 0.448, 0.316, 0.158, 0.166],
  "charge": 0,
  "total_energy_ev": -76997.89307
}

***

Entry 3:
{
  "formula": "C48H44ClCoIN6O2Si",
  "method": "ωB97M-V/def2-TZVPD",
  "symbols": ["Co", "Cl", "C", "C", "C", "I", "C", "O", "C", "N", "C", "C", "C", "C", "H", "H", "H", "H", "C", "C", "C", "C", "C", "C", "C", "C", "C", "C", "C", "C", "C", "C", "C", "H", "H", "H", "H", "H", "H", "H", "H", "H", "H", "N", "C", "C", "C", "C", "C", "C", "N", "C", "C", "C", "C", "N", "C", "C", "H", "H", "H", "H", "H", "H", "H", "H", "H", "C", "N", "C", "C", "O", "H", "H", "H", "H", "H", "H", "H", "C", "Si", "C", "C", "N", "C", "C", "C", "C", "C", "C", "H", "H", "H", "H", "H", "H", "H", "H", "H", "H", "H", "H", "H", "H"],
  "xyz": [[0.0938, -0.4646, -0.0327], [-3.2641, 6.4405, -1.8604], [-2.4980, 5.0268, -1.1484], [-2.1893, 5.0415, 0.1835], [-1.5705, 3.9386, 0.7695], [-1.1200, 3.9915, 2.8153], [-1.1982, 2.7665, 0.0723], [-0.6027, 1.7996, 0.6121], [-1.5762, 2.7767, -1.3459], [-1.2818, 1.6605, -2.0365], [-1.5790, 1.5951, -3.3078], [-2.1953, 2.6526, -4.0013], [-2.5098, 3.7960, -3.3237], [-2.2081, 3.8969, -1.9479], [-2.4316, 5.9111, 0.7797], [-1.3309, 0.6705, -3.8200], [-2.4190, 2.5513, -5.0559], [-2.9932, 4.6245, -3.8246], [-1.2458, -0.8741, 1.2385], [-2.2182, -0.9151, 1.9943], [-3.3843, -0.8832, 2.7476], [-3.8472, -2.0671, 3.4479], [-5.1819, -2.2329, 3.8648], [-5.6001, -3.3935, 4.4918], [-4.7081, -4.4329, 4.7305], [-3.3884, -4.2927, 4.3129], [-2.9658, -3.1387, 3.6811], [-4.1116, 0.3978, 2.7718], [-4.7980, 0.8488, 3.9062], [-5.4032, 2.0957, 3.9262], [-5.3427, 2.9250, 2.8138], [-4.6624, 2.4930, 1.6819], [-4.0493, 1.2522, 1.6639], [-5.8995, -1.4505, 3.6586], [-6.6393, -3.4952, 4.7835], [-5.0404, -5.3420, 5.2165], [-2.6832, -5.0985, 4.4810], [-1.9420, -3.0422, 3.3416], [-4.8309, 0.2246, 4.7905], [-5.9098, 2.4306, 4.8243], [-5.7960, 3.9084, 2.8374], [-4.5929, 3.1337, 0.8111], [-3.4874, 0.9369, 0.7928], [-1.9344, -4.4744, -5.4999], [-2.7495, -5.3283, -6.2020], [-2.5611, -6.0696, -7.3524], [-3.6340, -6.8448, -7.8041], [-4.8429, -6.8526, -7.1121], [-5.0293, -6.1023, -5.9540], [-3.9703, -5.3274, -5.4778], [-3.8912, -4.5156, -4.3843], [-2.6510, -4.0026, -4.3939], [-2.0884, -3.1102, -3.4635], [-0.7987, -2.5185, -3.6194], [-0.2897, -1.6884, -2.6614], [-0.9159, -1.3686, -1.4990], [-2.1809, -1.8730, -1.3789], [-2.7780, -2.6987, -2.2843], [-0.9668, -4.2895, -5.6836], [-1.6196, -6.0481, -7.8893], [-3.5219, -7.4429, -8.7004], [-5.6592, -7.4588, -7.4892], [-5.9755, -6.1092, -5.4276], [-0.2049, -2.6843, -4.5117], [0.6652, -1.2098, -2.8158], [-2.7163, -1.5804, -0.4877], [-3.7825, -3.0574, -2.1066], [1.7621, 1.9731, 4.3867], [2.0482, 0.9976, 3.3486], [3.3845, 0.4666, 3.1436], [1.1092, 0.7118, 2.4332], [1.3433, -0.0230, 1.4787], [2.6135, 2.0288, 5.0620], [0.8838, 1.6797, 4.9631], [1.5806, 2.9664, 3.9712], [4.0102, 0.7317, 3.9935], [3.8263, 0.8623, 2.2266], [3.3452, -0.6187, 3.0470], [0.1334, 1.1808, 2.5826], [4.5453, -1.4441, -0.3453], [2.8160, -1.7669, -1.0546], [3.2057, -2.7363, -2.6561], [1.9286, -2.9777, 0.0792], [1.8831, -0.3523, -1.1501], [2.2875, 0.7647, -1.8370], [3.1326, 0.7217, -2.9697], [3.5106, 1.8734, -3.6470], [3.0685, 3.1230, -3.2387], [2.2424, 3.1925, -2.1167], [1.8724, 2.0530, -1.4309], [5.1247, -2.3711, -0.2852], [4.4974, -1.0063, 0.6544], [5.0901, -0.7469, -0.9883], [3.2363, -3.8110, -2.4536], [4.1839, -2.4465, -3.0516], [2.4666, -2.5734, -3.4433], [2.5695, -3.8327, 0.3141], [1.0168, -3.3594, -0.3886], [1.6446, -2.4962, 1.0183], [3.4793, -0.2388, -3.3338], [4.1542, 1.7885, -4.5174], [3.3515, 4.0182, -3.7794], [1.8730, 4.1541, -1.7745], [1.2307, 2.1197, -0.5629]],
  "mulliken_spin": [1.007, 0.000, -0.001, 0.000, 0.002, 0.001, -0.015, 0.032, -0.004, -0.007, -0.005, 0.004, 0.002, -0.001, 0.000, 0.009, 0.000, 0.000, 0.278, -0.026, 0.190, -0.005, 0.112, -0.069, 0.129, -0.068, 0.116, 0.063, 0.077, -0.046, 0.078, -0.042, 0.060, 0.009, -0.004, 0.012, -0.004, 0.023, 0.001, -0.002, 0.007, -0.001, 0.016, 0.040, 0.005, 0.019, 0.058, -0.041, 0.091, -0.042, 0.114, 0.152, 0.108, 0.083, 0.037, 0.192, 0.080, 0.052, -0.002, -0.002, 0.011, 0.000, 0.003, 0.030, -0.003, 0.032, 0.023, 0.000, -0.001, 0.001, 0.024, 0.028, 0.000, 0.000, 0.000, 0.000, 0.000, 0.000, -0.006, 0.000, -0.025, 0.005, 0.052, -0.050, 0.010, 0.000, 0.000, 0.000, 0.000, 0.000, 0.000, 0.000, 0.000, -0.001, 0.002, -0.002, 0.002, -0.007, -0.006, 0.000, 0.000, 0.000, 0.000, 0.004],
  "charge": -2,
  "multiplicity": 4,
  "total_energy_ev": -129655.99255
}